(1)
Below is 2 unconnected molecules or ions with the total composition C21H22F3INO3S at a distorted geometry, with properties calculated with ωB97M-V/def2-TZVPD.

Kohn-Sham gap (eV): 4.07
LUMO level (hartree): 0.052
Maximum force (eV Å⁻¹): 4.0
Electronic energy (Eh): -2089.2842

Structure (ORCA input):
```
! RIJCOSX wB97M-V def2-TZVPD def2/J DEFGRID3
* xyz -1 1
C 5.276 1.375 0.063
C 4.687 0.426 -1.022
C 5.839 -0.414 -1.658
C 3.523 -0.388 -0.428
C 3.179 -1.700 -0.775
I 4.512 -3.265 -1.351
C 1.866 -2.187 -0.645
C 0.964 -1.456 0.131
C 1.405 -0.292 0.753
C 2.641 0.265 0.444
O 4.357 1.063 -2.108
S -0.436 2.007 -0.991
C -0.208 1.462 -2.726
F 0.371 0.245 -2.896
F -1.394 1.481 -3.386
F 0.634 2.396 -3.272
H 5.564 0.824 0.968
H 6.159 1.850 -0.373
H 4.566 2.174 0.305
H 6.258 -1.163 -0.991
H 5.525 -0.862 -2.600
H 6.606 0.322 -1.923
H 1.568 -3.114 -1.122
H -0.073 -1.764 0.232
H 0.767 0.234 1.468
H 2.934 1.222 0.879
C -0.135 3.549 3.443
C -0.843 2.307 2.980
O -1.050 2.417 1.539
C -1.744 1.328 1.123
C -1.984 1.396 -0.401
N -2.256 0.041 -0.786
C -3.323 -0.397 -1.331
C -4.140 -1.470 -0.733
C -5.113 -2.182 -1.460
C -5.822 -3.208 -0.834
C -5.599 -3.533 0.513
C -4.681 -2.793 1.269
C -3.973 -1.759 0.636
O -2.134 0.461 1.886
H 0.091 3.435 4.510
H 0.793 3.717 2.884
H -0.791 4.418 3.321
H -0.264 1.393 3.181
H -1.832 2.205 3.446
H -2.814 2.145 -0.487
H -3.674 -0.038 -2.316
H -5.298 -1.896 -2.495
H -6.553 -3.773 -1.409
H -6.132 -4.366 0.983
H -4.509 -3.005 2.334
H -3.309 -1.132 1.227
*
```


(2)
Below is C7H9N in the gas phase at a distorted geometry, with properties calculated with ωB97M-V/def2-TZVPD.

Kohn-Sham gap (eV): 9.21
LUMO level (hartree): 0.041
Maximum force (eV Å⁻¹): 2.7
Electronic energy (Eh): -326.8366

Structure (ORCA input):
```
! RIJCOSX wB97M-V def2-TZVPD def2/J DEFGRID3
* xyz 0 1
C -0.880 1.750 -2.916
C -0.723 1.235 -1.485
C 0.122 0.235 -1.232
C 0.265 -0.302 0.117
C 0.016 -1.627 0.559
C 0.365 -1.734 1.891
N 0.688 -0.462 2.333
C 0.397 0.422 1.272
H -0.369 2.698 -3.012
H -0.400 1.088 -3.647
H -1.932 1.904 -3.100
H -1.402 1.647 -0.750
H 0.701 -0.182 -2.056
H -0.357 -2.417 -0.082
H 0.480 -2.700 2.365
H 0.475 -0.244 3.294
H 0.629 1.470 1.506
*
```


(3)
Below is 2 unconnected molecules or ions with the total composition C3H10NO, with properties calculated with ωB97M-V/def2-TZVPD.

Kohn-Sham gap (eV): 6.04
LUMO level (hartree): 0.148
Maximum force (eV Å⁻¹): 0.5
Electronic energy (Eh): -250.2405

Structure (ORCA input):
```
! RIJCOSX wB97M-V def2-TZVPD def2/J DEFGRID3
* xyz -1 1
C 2.331 -0.347 0.175
O 2.348 -0.397 -1.167
H 1.493 0.265 0.595
H 3.277 0.032 0.647
H 2.199 -1.336 0.715
C -0.901 -0.989 -0.348
N -1.877 0.073 -0.074
C -1.256 1.335 0.321
H -0.314 -1.234 0.535
H -0.147 -0.776 -1.115
H -1.473 -1.888 -0.608
H -2.394 0.246 -0.927
H -0.260 1.478 -0.115
H -1.889 2.145 -0.039
H -1.137 1.392 1.405
*
```


(4)
Below is a molecular structure, C22H36FeN4O3PS2 at a distorted geometry, with properties calculated with ωB97M-V/def2-TZVPD.

Kohn-Sham gap (alpha / beta) (eV): 5.59 / 5.82
LUMO level (alpha / beta) (hartree): 0.158 / 0.158
Maximum force (eV Å⁻¹): 1.6
Expectation value of S²: 8.775
Electronic energy (Eh): -3706.1595

Structure (ORCA input):
```
! RIJCOSX wB97M-V def2-TZVPD def2/J DEFGRID3
* xyz -2 6
Fe 0.128 0.450 -0.706
C 1.586 -1.642 -1.395
C 0.264 -1.827 -1.878
C -0.502 -2.380 -0.816
C 0.335 -2.532 0.302
C 1.617 -2.066 -0.044
C 2.866 -2.131 0.780
C -0.113 -3.109 1.608
C -1.923 -2.844 -0.876
C -0.151 -1.761 -3.318
C 2.802 -1.327 -2.217
H 3.350 -1.155 0.830
H 3.578 -2.837 0.335
H 2.651 -2.461 1.796
H -0.517 -4.118 1.471
H -0.898 -2.493 2.049
H 0.712 -3.171 2.317
H -1.978 -3.939 -0.862
H -2.413 -2.493 -1.782
H -2.486 -2.474 -0.019
H 0.039 -2.718 -3.818
H 0.408 -0.983 -3.834
H -1.211 -1.534 -3.409
H 3.245 -2.245 -2.625
H 3.559 -0.827 -1.615
H 2.547 -0.668 -3.045
C 1.729 5.920 3.339
C 1.072 6.354 2.034
O 1.885 6.046 0.929
P 1.679 4.671 0.002
S 1.058 1.584 -2.262
S 1.328 3.182 1.311
O 0.133 5.108 -0.519
C -0.618 4.270 -1.358
C -1.882 5.018 -1.746
H 1.179 6.322 4.189
H 2.758 6.273 3.372
H 1.737 4.833 3.375
H 0.927 7.445 2.018
H 0.093 5.870 1.937
H -0.854 3.323 -0.845
H -0.041 4.012 -2.252
H -2.418 5.334 -0.852
H -2.521 4.375 -2.346
H -1.617 5.904 -2.322
N -6.425 1.073 -2.242
C -5.362 1.182 -1.788
N -4.266 1.413 -1.181
C -3.088 0.983 -1.224
N -1.966 0.669 -1.134
O -0.258 0.322 1.420
C -1.162 0.597 2.206
C -1.791 1.957 2.337
C -1.478 2.537 3.737
C -0.228 1.940 4.403
C -0.462 0.612 5.137
C -0.578 -0.585 4.185
N -1.587 -0.353 3.168
H -2.869 1.901 2.168
H -1.344 2.587 1.566
H -2.333 2.422 4.413
H -1.302 3.606 3.608
H 0.144 2.657 5.142
H 0.543 1.822 3.640
H -1.379 0.686 5.735
H 0.365 0.430 5.830
H -0.843 -1.488 4.748
H 0.366 -0.744 3.662
H -2.455 -0.057 3.603
*
```